1.
Molecular formula: C6H13N4
Method: DFT, ωB97M-V/def2-TZVPD

Gap between HOMO and LUMO (alpha / beta) ... 6.46 / 8.69 eV
HOMO level (alpha / beta) ... -0.3628 / -0.5031 Eh
<S²> ... 2.02
M ... 141.20 g mol⁻¹
LUMO (alpha / beta) ... -0.1254 / -0.1839 Ha
ΔE to the lowest compared entry with this formula, charge and spin ... 54.89 kcal/mol
Net charge ... +1
Spin multiplicity ... 3

Each line ends with the Löwdin charge.
Cartesian coordinates (Å):
H  -1.829  -0.243  3.160  0.116
H  -0.758  0.084  -2.625  0.149
C  -0.937  0.036  -1.518  -0.035
H  0.288  -2.019  -0.253  0.044
C  -0.916  -0.634  2.610  -0.012
H  2.221  0.235  -2.129  0.099
N  0.852  1.569  -1.226  0.086
C  -0.264  0.802  -0.671  -0.324
H  2.981  1.259  -0.781  0.145
H  -0.411  1.575  1.163  0.122
N  -0.570  0.797  0.646  0.150
H  1.934  -0.154  -0.535  0.026
H  -0.037  0.090  2.889  0.119
H  1.019  2.488  -0.800  0.191
H  -2.778  -1.245  -1.621  0.163
H  0.824  1.926  -2.178  0.185
C  2.042  0.694  -1.180  -0.025
N  0.893  -1.452  0.353  0.144
H  1.000  -1.846  1.314  0.051
N  -1.889  -1.093  0.339  0.112
H  -0.697  -1.670  2.823  0.075
C  -1.053  -0.408  1.135  -0.403
C  -1.914  -0.790  -0.914  -0.178


2.
Molecular formula: C6H13N4O2
Method: DFT, ωB97M-V/def2-TZVPD

Gap between HOMO and LUMO ... 7.57 eV
HOMO level ... -0.1490 Eh
M ... 173.20 g mol⁻¹
LUMO ... 0.1292 Ha
ΔE to the lowest compared entry with this formula, charge and spin ... 0.00 kcal/mol
SMILES ... [H]/N=C\CN(CN=[N+]([O-])[O-])C(C)C
Net charge ... -1

Each line ends with the Löwdin charge.
Cartesian coordinates (Å):
C  -2.223  1.278  0.385  -0.088
O  3.704  1.066  -0.259  -0.077
O  2.637  -0.800  -0.483  -0.116
C  -0.642  -2.563  0.256  -0.265
H  -0.576  1.075  -2.230  0.059
H  -0.982  -0.866  -1.161  0.132
H  -2.243  1.067  1.458  0.048
H  0.736  1.894  -1.477  0.082
H  -1.356  -2.701  1.092  0.100
C  -0.274  -1.190  -0.295  -0.231
H  0.688  -1.387  -0.967  0.130
C  -0.379  1.734  -1.354  -0.102
H  -0.116  2.107  0.672  0.151
N  2.792  0.330  0.056  -0.561
H  -2.989  0.531  -0.077  0.088
C  -0.637  1.262  0.098  -0.402
C  1.000  -0.106  1.420  -0.267
H  -2.601  2.319  0.174  0.058
H  1.253  -1.260  1.354  0.134
N  2.036  0.728  0.993  -0.001
H  -0.901  2.701  -1.687  0.082
N  -0.194  -3.668  -0.108  0.066
H  1.007  0.179  2.501  0.104
N  -0.166  -0.033  0.535  -0.155
H  0.426  -3.698  -0.896  0.032


3.
Molecular formula: C6H13NO
Method: DFT, ωB97M-V/def2-TZVPD

Gap between HOMO and LUMO (alpha / beta) ... 6.03 / 6.62 eV
HOMO level (alpha / beta) ... -0.0764 / -0.1000 Eh
<S²> ... 0.76
M ... 115.18 g mol⁻¹
LUMO (alpha / beta) ... 0.1454 / 0.1434 Ha
ΔE to the lowest compared entry with this formula, charge and spin ... 84.01 kcal/mol
Net charge ... -1
Spin multiplicity ... 2

Each line ends with the Löwdin charge.
Cartesian coordinates (Å):
H  2.501  0.185  -1.553  0.080
C  1.216  -0.172  0.193  -0.481
H  -0.178  -0.820  1.731  0.126
C  -0.165  -0.457  0.578  -0.121
H  -2.944  2.268  0.419  0.037
C  1.407  0.163  -1.277  -0.108
C  -1.358  -0.557  -0.250  -0.638
H  1.682  -2.252  0.211  0.057
H  -0.514  -0.599  -0.905  0.055
H  1.103  1.172  -1.434  0.058
H  -2.818  0.493  -0.962  0.025
H  -2.231  1.180  1.427  0.057
C  2.123  -1.382  0.680  -0.101
H  1.608  0.736  0.672  0.115
N  -1.984  0.933  -0.725  -0.046
O  -2.202  -1.511  -0.157  -0.180
H  1.996  -1.404  1.844  0.087
H  3.218  -1.402  0.382  0.064
H  0.808  -0.507  -1.926  0.084
H  -1.179  2.275  0.563  0.068
C  -2.087  1.660  0.489  -0.237